# C38H49Cl3Ge2N2O7PSSn

C38H49Cl3Ge2N2O7PSSn as an isolated structure (the ωB97M-V functional and the def2-TZVPD basis, the Open Molecules 2025 dataset).

```
104
Properties=species:S:1:pos:R:3:forces:R:3
Sn 0.9452 -0.4475 -0.2260 0.04 -0.04 -0.09
C 5.2474 0.0449 -2.9312 0.00 0.00 0.04
C 4.4386 0.8134 -1.9175 -0.01 -0.17 -0.10
O 4.1894 0.3319 -0.8312 0.02 0.18 0.10
C 3.9864 2.1866 -2.3076 0.06 0.05 -0.05
C 4.9687 3.1596 -2.4667 -0.01 -0.05 0.06
C 4.6557 4.4796 -2.7502 -0.04 0.04 0.01
C 3.3131 4.8123 -2.9163 0.06 0.03 0.00
C 2.3247 3.8558 -2.7986 -0.08 -0.11 -0.03
C 2.6134 2.5005 -2.4955 0.11 0.07 0.14
O 1.6679 1.6109 -2.3872 -0.05 0.05 -0.10
H 5.7093 -0.8214 -2.4593 0.01 0.00 0.01
H 5.9957 0.6815 -3.4053 0.01 0.01 0.00
H 4.5582 -0.2663 -3.7206 0.03 0.01 0.03
H 6.0097 2.8747 -2.3420 0.00 -0.01 0.00
H 5.4356 5.2235 -2.8546 -0.01 0.00 0.00
H 3.0346 5.8303 -3.1679 0.00 0.00 0.00
H 1.2908 4.1025 -3.0037 -0.05 -0.01 -0.01
N 0.7348 3.9696 0.1910 0.02 0.03 -0.02
C 1.2536 2.8061 0.7082 -0.24 -0.09 0.16
N 2.6153 2.7230 0.7566 0.17 -0.01 -0.16
O 0.5194 1.9396 1.1836 0.10 0.09 0.03
H 1.2529 4.3874 -0.5694 0.02 -0.02 -0.04
H -0.2565 3.8874 0.0209 -0.03 -0.01 -0.01
H 3.1190 3.2859 0.0850 -0.01 0.01 -0.03
H 2.9599 1.7705 0.7725 -0.02 -0.10 0.01
O 1.1117 -1.4035 -2.3876 0.14 -0.09 0.04
S 0.6879 -2.7878 -2.8630 -0.06 0.10 0.18
C 1.3909 -3.9065 -1.5774 0.01 -0.01 -0.03
C 2.3676 -4.8451 -2.2742 0.00 0.00 -0.02
C 3.0805 -3.9671 -3.2992 -0.01 0.03 0.02
C 1.9697 -3.2547 -4.0559 -0.01 -0.01 -0.06
H 0.5709 -4.3902 -1.0493 0.01 -0.01 0.00
H 1.9174 -3.2446 -0.8876 -0.03 0.00 0.01
H 1.8268 -5.6453 -2.7899 0.01 0.00 0.01
H 3.0495 -5.3144 -1.5613 0.00 0.02 0.01
H 3.7199 -4.5378 -3.9757 0.00 -0.01 0.00
H 3.7064 -3.2329 -2.7842 0.00 0.00 0.00
H 1.4680 -3.8949 -4.7840 0.01 0.01 -0.01
H 2.2439 -2.3282 -4.5594 -0.02 -0.01 -0.01
Cl 0.1232 2.7972 -5.3764 0.01 0.08 0.05
Ge 0.6097 0.7649 -4.1440 -0.08 -0.06 0.20
Cl 2.6793 0.4472 -5.1747 -0.04 0.00 -0.11
Cl -0.3616 -1.6203 -5.4671 -0.06 -0.02 -0.19
C 2.7589 -2.2689 6.6694 0.01 0.01 0.02
C 2.6934 -1.7633 5.2446 -0.04 -0.01 -0.01
O 1.6070 -0.8540 5.1402 0.03 -0.02 0.06
P 1.4369 -0.1162 3.6510 -0.07 -0.06 -0.05
O 0.7808 -1.3250 2.8078 0.04 0.10 0.10
C -0.4849 -1.9319 3.1392 0.02 0.06 -0.05
C -0.3741 -3.4171 2.8929 0.01 -0.04 -0.02
O 0.1183 0.7314 4.0605 0.02 0.05 0.02
C 0.2305 2.1558 4.1858 -0.01 -0.09 0.00
C -0.2123 2.5668 5.5735 -0.02 0.00 0.00
H 3.5716 -2.9896 6.7834 0.00 0.01 0.00
H 1.8209 -2.7550 6.9409 0.00 0.00 -0.01
H 2.9261 -1.4413 7.3602 0.00 0.00 0.00
H 2.5528 -2.5994 4.5504 -0.01 0.01 0.00
H 3.6297 -1.2642 4.9682 0.01 0.00 -0.01
H -1.2276 -1.4936 2.4700 -0.01 -0.01 0.02
H -0.7409 -1.7073 4.1757 0.02 -0.01 0.02
H -0.1587 -3.5974 1.8386 -0.01 0.03 0.00
H -1.3176 -3.9089 3.1418 0.00 0.01 0.00
H 0.4216 -3.8561 3.4998 -0.01 0.00 0.02
H -0.3913 2.6011 3.4131 -0.05 0.01 -0.05
H 1.2627 2.4657 3.9962 0.01 0.01 -0.02
H -1.2447 2.2577 5.7486 0.02 0.00 -0.01
H -0.1546 3.6529 5.6789 0.00 -0.01 0.00
H 0.4184 2.1029 6.3340 -0.01 0.01 0.00
C -0.9778 -1.1365 -0.0499 0.02 0.12 -0.16
Ge -2.6181 -0.2564 -0.3479 -0.06 -0.06 0.01
C -4.1019 -1.3011 0.4875 0.03 -0.03 -0.01
C -3.8445 -2.5714 0.9969 0.01 0.00 0.03
C -4.8540 -3.3394 1.5695 0.01 0.01 0.00
C -6.1474 -2.8418 1.6426 0.00 0.01 0.00
C -6.4233 -1.5743 1.1412 0.01 -0.02 0.01
C -5.4082 -0.8177 0.5715 0.00 0.01 0.00
C -3.1527 -0.1538 -2.2376 -0.09 -0.07 0.00
C -2.8250 0.8781 -3.1159 0.11 0.00 0.00
C -3.1995 0.8359 -4.4529 0.00 0.01 -0.01
C -3.9120 -0.2483 -4.9386 0.04 -0.04 0.01
C -4.2337 -1.2940 -4.0864 0.05 -0.01 -0.05
C -3.8540 -1.2459 -2.7537 -0.08 0.05 0.04
C -2.8484 1.4805 0.5887 -0.03 0.00 0.12
C -3.0493 1.4307 1.9704 0.01 0.01 -0.03
C -3.2219 2.5833 2.7249 0.05 0.00 0.01
C -3.1895 3.8283 2.1113 0.01 0.00 0.01
C -2.9883 3.9025 0.7400 0.02 -0.01 0.01
C -2.8222 2.7411 -0.0062 0.00 -0.01 -0.10
H -2.8269 -2.9501 0.9373 -0.01 0.00 -0.02
H -4.6312 -4.3278 1.9574 0.00 0.00 0.00
H -6.9378 -3.4362 2.0871 0.00 0.00 0.00
H -7.4316 -1.1785 1.1946 0.00 0.00 0.00
H -5.6375 0.1710 0.1845 0.01 -0.01 0.00
H -2.2184 1.7131 -2.7860 0.01 0.01 0.03
H -2.8842 1.6269 -5.1220 0.03 0.01 0.02
H -4.1651 -0.3045 -5.9898 -0.01 0.01 -0.01
H -4.7454 -2.1687 -4.4701 -0.03 0.00 0.00
H -4.1064 -2.0772 -2.1031 0.00 0.01 -0.01
H -3.0773 0.4677 2.4705 0.00 0.00 0.01
H -3.3773 2.5089 3.7959 0.01 0.00 0.00
H -3.3187 4.7317 2.6962 0.00 0.00 0.00
H -2.9608 4.8679 0.2466 -0.01 0.00 -0.01
H -2.6772 2.8327 -1.0757 0.00 -0.02 -0.01
```
Forces are in eV/Å.

## Properties
- relative energy (zero: lowest compared OMol25 entry of this formula, charge and spin) (kJ/mol) = 245.6
- total charge = -2
- HOMO-LUMO gap (alpha / beta) (eV) = 5.88 / 5.59
- 2S+1 = 2